1.
C5H8O3 as an isolated structure, computed with ωB97M-V with the def2-TZVPD basis set.

Each line ends with the natural charge from an NBO analysis.
Positions of all 16 atoms, in Å:
C1 -1.99 -0.18 0.43  0.166
C2 -0.69 -0.73 -0.16  -0.034
C3 1.50 -0.75 -0.29  -0.097
C4 1.58 0.68 0.02  -0.099
C5 -0.65 0.62 0.39  -0.016
H1 -2.39 0.90 -1.11  0.489
H2 -2.36 -0.40 1.50  0.210
H3 -0.65 -0.66 -1.18  0.168
H4 1.67 -0.71 -1.39  0.139
H5 2.52 -1.12 -0.05  0.205
H6 2.52 1.18 -0.26  0.220
H7 1.60 0.75 1.21  0.160
H8 -0.49 0.39 1.56  0.158
O1 -2.92 -0.03 -0.49  -0.660
O2 0.47 -1.39 0.11  -0.487
O3 0.29 1.46 -0.28  -0.521

Maximum force, eV Å⁻¹: 7.624
ΔE to the lowest compared entry with this formula, charge and spin, kcal per mole: 180.1
Kohn-Sham gap, eV: 9.072
Total energy, eV: -11449.7100
Total charge: 0

2.
One molecule with the formula C3H6N2S, computed with ωB97M-V with the def2-TZVPD basis set.

Each line ends with the natural charge from an NBO analysis.
Positions of all 12 atoms, in Å:
C1 1.86 -1.19 0.08  -0.670
C2 0.65 -0.29 -0.05  0.119
C3 -1.85 -0.58 -0.01  0.274
H1 1.71 -2.07 -0.54  0.204
H2 2.78 -0.72 -0.21  0.249
H3 1.92 -1.39 1.17  0.236
H4 -0.49 -1.98 -0.10  0.389
H5 -2.44 -1.49 0.09  0.144
H6 -3.17 0.76 0.17  0.352
N1 -0.52 -0.99 -0.12  -0.611
N2 -2.18 0.62 0.06  -0.614
S1 0.91 1.36 -0.02  -0.072

Maximum force, eV Å⁻¹: 1.610
ΔE to the lowest compared entry with this formula, charge and spin, kcal per mole: 24.1
Kohn-Sham gap, eV: 8.373
Total energy, eV: -17022.9961
Total charge: 0
SMILES: [H]/N=C/NC(C)=S

3.
C32H26N9O8P2SeZr as an isolated structure, computed with ωB97M-V with the def2-TZVPD basis set.

Each line ends with the Mulliken charge.
Positions of all 79 atoms, in Å:
Zr1 0.82 0.02 -0.05  0.774
O1 2.07 2.14 1.76  -0.477
P1 0.83 2.97 1.15  0.618
O2 1.06 4.39 0.95  -0.709
O3 0.48 2.06 -0.07  -0.287
O4 -0.36 2.68 2.20  -0.414
P2 -1.09 1.24 2.29  0.573
O5 -2.08 1.24 0.99  -0.416
O6 -1.83 1.02 3.52  -0.752
O7 0.01 0.25 1.86  -0.248
H1 2.82 2.70 2.00  0.350
H2 -2.99 1.40 1.29  0.296
C1 0.07 -10.38 9.17  -0.852
O8 -0.82 -10.17 8.08  -0.454
C2 -0.58 -9.15 7.24  0.923
C3 -1.48 -8.99 6.18  -0.708
C4 -1.31 -7.97 5.28  -0.512
C5 -0.24 -7.07 5.40  0.121
C6 0.65 -7.24 6.45  -0.861
C7 0.49 -8.26 7.37  -0.402
C8 -0.04 -5.97 4.46  0.348
N1 1.06 -5.27 4.34  -0.811
C9 0.79 -4.35 3.36  1.000
C10 -0.49 -4.50 2.88  0.233
N2 -1.02 -5.54 3.60  -0.098
C11 -1.03 -3.67 1.86  0.429
C12 -2.34 -3.77 1.36  -0.587
C13 -2.76 -2.90 0.38  -1.333
C14 -1.87 -1.93 -0.08  -0.360
N3 -0.63 -1.82 0.37  1.151
C15 -0.19 -2.67 1.33  -0.371
C16 1.16 -2.51 1.83  -0.459
N4 1.94 -1.53 1.30  1.141
C17 3.16 -1.34 1.76  -0.017
C18 3.71 -2.12 2.79  -1.019
C19 2.95 -3.12 3.33  -0.535
C20 1.65 -3.34 2.85  0.524
H3 -0.31 -11.24 9.71  0.241
H4 0.08 -9.51 9.83  0.352
H5 1.08 -10.58 8.82  0.349
H6 -2.29 -9.70 6.09  0.434
H7 -2.01 -7.89 4.46  0.262
H8 1.48 -6.55 6.55  0.429
H9 1.20 -8.36 8.18  0.403
H10 -1.96 -5.89 3.57  0.237
H11 -3.01 -4.52 1.74  0.474
H12 -3.76 -2.95 -0.02  0.481
H13 -2.19 -1.21 -0.83  0.347
H14 3.73 -0.54 1.30  -0.138
H15 4.71 -1.92 3.13  0.489
H16 3.32 -3.76 4.12  0.607
N5 -1.69 1.11 -3.50  0.091
C21 -1.32 1.34 -2.25  -0.596
N6 -0.54 0.34 -1.87  0.525
C22 -0.45 -0.46 -2.97  0.286
N7 -1.13 -0.02 -3.99  -0.733
C23 0.43 -1.63 -2.92  0.003
C24 0.54 -2.56 -3.94  -0.521
N8 1.36 -3.60 -3.84  -0.550
C25 2.07 -3.70 -2.73  -0.489
C26 1.97 -2.77 -1.70  -0.684
N9 1.14 -1.74 -1.79  0.928
H17 -2.27 1.68 -4.10  0.223
H18 -1.60 2.18 -1.64  0.596
H19 -0.04 -2.45 -4.85  0.506
H20 2.75 -4.54 -2.65  0.417
H21 2.57 -2.86 -0.80  0.517
Se1 3.13 0.39 -1.32  -0.263
C27 3.92 2.01 -0.65  0.335
C28 5.01 1.91 0.20  -0.363
C29 5.57 3.05 0.74  -0.731
C30 5.05 4.30 0.43  -0.558
C31 3.97 4.40 -0.45  -0.325
C32 3.41 3.25 -1.00  -0.371
H22 5.43 0.93 0.43  0.434
H23 6.43 2.97 1.41  0.405
H24 5.48 5.20 0.85  0.391
H25 3.55 5.36 -0.69  0.378
H26 2.57 3.34 -1.66  0.382

Maximum force, eV Å⁻¹: 0.421
ΔE to the lowest compared entry with this formula, charge and spin, kcal per mole: 6.2
Kohn-Sham gap, eV: 6.563
Total energy, eV: -148610.6210
Total charge: +1

4.
C4H2O2Pd as an isolated structure, computed with ωB97M-V with the def2-TZVPD basis set.

Each line ends with the natural charge from an NBO analysis.
Positions of all 9 atoms, in Å:
O1 1.51 0.24 -0.89  -0.604
H1 2.27 0.79 -1.11  0.518
C1 1.04 1.12 0.68  0.091
C2 -0.15 1.23 0.11  -0.122
C3 -0.51 0.22 -0.72  0.268
C4 -1.22 -0.89 -0.20  0.188
O2 -1.22 -1.12 1.05  -0.499
Pd1 -0.09 0.05 1.94  0.925
H2 -1.64 -1.65 -0.87  0.234

Maximum force, eV Å⁻¹: 4.195
Kohn-Sham gap (alpha / beta), eV: 6.310 / 7.394
Total energy, eV: -11734.9889
Total charge: +1
Spin multiplicity: 4